Density functional theory data (ωB97M-V with the def2-TZVPD basis set) for a 14-piece molecular cluster, C42H119N7O14 overall.

strongest force on any atom: 3.06 eV Å⁻¹
lowest unoccupied orbital energy: 0.528 eV
E: -84575.98093 eV

Geometry as XYZ:
```
182
Properties=species:S:1:pos:R:3:forces:R:3:lowdin_charge:R:1
C -5.491 0.168 -1.258 1.1653 -0.5670 -0.4831 -0.04
C -5.403 0.408 0.231 -1.4871 -0.2777 0.4774 -0.46
C -4.359 -0.420 0.949 1.4078 0.0126 -0.4373 -0.19
O -4.222 -1.769 0.497 0.0003 0.0676 0.7135 -0.23
C -5.294 -2.593 0.881 -0.5441 0.0697 -0.2297 -0.12
N -5.303 1.817 0.553 0.7025 0.5273 -0.3446 0.06
H -4.521 0.358 -1.762 -0.2129 -0.0621 0.2979 0.07
H -6.209 0.784 -1.787 -0.3375 0.0922 0.3125 0.08
H -5.705 -0.897 -1.425 -0.0600 0.2836 -0.1704 0.07
H -6.353 0.073 0.659 -0.3106 0.0838 -0.1111 0.13
H -4.495 -0.377 2.040 -0.1240 -0.0478 -0.1590 0.12
H -3.379 0.022 0.729 -0.0872 0.0085 0.1364 0.11
H -5.528 -2.617 1.961 0.2712 0.3806 -0.1814 0.09
H -5.056 -3.608 0.595 0.1418 -0.2817 -0.1821 0.07
H -6.186 -2.282 0.331 -0.2484 -0.1711 0.1622 0.09
H -5.096 1.939 1.535 -0.2233 -0.1966 0.3998 0.03
H -4.447 2.181 0.127 -0.1407 0.0429 -0.2028 0.05
C -2.808 -2.862 3.838 -0.6098 0.2043 0.9966 -0.05
C -2.258 -4.045 3.081 0.2888 1.3534 -0.4449 -0.43
C -3.224 -5.210 3.037 -0.1728 0.4640 1.0809 -0.23
O -2.602 -6.223 2.316 0.8967 0.4799 -0.9239 -0.19
C -3.443 -7.274 1.999 -1.1743 -0.0734 0.3963 -0.12
N -1.822 -3.540 1.777 0.1772 -0.7594 -0.2560 0.07
H -2.047 -2.103 4.051 -0.0499 -0.1886 -0.2466 0.07
H -3.236 -3.154 4.809 0.1699 -0.0452 -0.1361 0.09
H -3.633 -2.386 3.298 0.1577 0.0014 -0.1463 0.06
H -1.325 -4.348 3.541 0.0317 -0.4655 0.4508 0.13
H -4.215 -4.886 2.641 0.4807 -0.2962 -0.2352 0.13
H -3.409 -5.538 4.087 -0.0047 0.0018 -0.4185 0.14
H -3.770 -7.654 2.976 -0.3629 -0.7037 -0.3729 0.09
H -2.948 -8.034 1.392 0.1921 0.1666 0.2563 0.09
H -4.328 -6.904 1.441 0.2295 -0.2502 0.1777 0.09
H -2.519 -2.992 1.284 -0.2757 -0.0667 0.1209 0.04
H -1.604 -4.367 1.229 0.0695 0.2534 -0.3340 0.07
C -3.984 -5.901 -5.710 1.0846 0.1769 -0.1188 -0.06
C -2.899 -5.238 -4.821 -0.7549 -0.0094 -0.5404 -0.46
C -3.461 -4.926 -3.430 -0.5027 0.7507 -0.9392 -0.23
O -2.505 -4.149 -2.782 0.9136 0.6056 0.8546 -0.21
C -2.953 -3.551 -1.567 -1.0137 -1.3976 -0.4052 -0.09
N -1.672 -5.972 -4.820 0.4146 -1.0469 -0.2084 0.04
H -4.811 -5.197 -5.798 -0.1423 -0.2169 -0.0813 0.07
H -4.340 -6.882 -5.357 0.1221 0.3533 0.0948 0.08
H -3.516 -6.041 -6.700 -0.4152 -0.0338 0.2993 0.08
H -2.575 -4.346 -5.372 -0.7841 0.5401 0.5702 0.13
H -3.741 -5.836 -2.874 0.2646 -0.0326 -0.0252 0.13
H -4.395 -4.340 -3.573 0.2002 -0.1186 0.1650 0.13
H -3.870 -2.995 -1.786 0.1004 0.2500 0.2305 0.07
H -2.218 -2.923 -1.084 0.3566 0.1332 -0.3952 0.06
H -3.220 -4.371 -0.871 0.0456 0.3428 0.0135 0.09
H -1.845 -6.937 -4.593 0.2180 -0.3582 0.2554 0.07
H -0.997 -5.581 -4.180 -0.0229 0.0345 0.1598 0.06
C 6.771 4.320 1.972 0.5070 -0.6175 0.5442 -0.06
C 5.571 3.808 1.196 0.7080 0.8002 -0.5487 -0.42
C 4.306 4.084 1.951 -0.4200 0.2757 0.0533 -0.22
O 3.250 3.518 1.198 -0.3766 -0.5786 0.8208 -0.21
C 1.981 3.780 1.775 -0.5597 1.0162 -0.8609 -0.10
N 5.557 4.431 -0.146 -0.1279 -0.8647 0.1799 0.06
H 6.777 3.792 2.941 0.1877 0.3320 -0.2586 0.07
H 6.771 5.401 2.175 -0.3054 -0.2041 -0.1643 0.09
H 7.719 4.087 1.463 -0.3736 0.0115 0.0741 0.09
H 5.639 2.721 1.069 0.1893 0.1946 -0.0074 0.12
H 4.127 5.177 2.037 0.1819 -0.3076 0.1581 0.14
H 4.379 3.636 2.958 -0.2279 0.1001 -0.1693 0.14
H 1.771 4.855 1.593 -0.2544 -0.3981 0.1949 0.10
H 1.841 3.602 2.843 0.6608 -0.2588 0.1749 0.09
H 1.213 3.184 1.267 0.3375 0.0828 -0.1187 0.08
H 4.606 4.377 -0.485 -0.1792 0.2990 -0.2204 0.07
H 5.874 5.386 -0.137 -0.0845 0.2435 0.1358 0.09
C -3.693 6.524 1.151 0.5295 0.1025 -0.2988 -0.05
C -3.091 5.130 0.926 -1.6038 0.5349 -0.3388 -0.48
C -3.173 4.741 -0.525 0.0222 -0.4988 -0.3596 -0.18
O -2.747 3.367 -0.641 0.0265 0.7452 1.1299 -0.22
C -2.661 2.990 -1.966 -0.3870 0.2699 -1.4265 -0.14
N -1.730 5.112 1.329 0.9187 0.2693 0.7315 0.08
H -3.125 7.282 0.580 -0.3168 -0.3428 0.0798 0.09
H -3.560 6.784 2.195 -0.0997 0.0836 0.2747 0.07
H -4.757 6.576 0.907 0.1038 -0.0463 -0.0361 0.08
H -3.697 4.434 1.527 -0.1657 -0.0472 -0.3169 0.12
H -2.479 5.391 -1.097 -0.2750 -0.2682 0.1093 0.14
H -4.194 4.846 -0.940 0.3193 -0.0372 0.1999 0.14
H -3.670 2.998 -2.418 0.2266 -0.1523 -0.0815 0.10
H -2.219 2.004 -2.099 -0.0075 -0.0998 0.3190 0.08
H -2.053 3.716 -2.522 0.0355 -0.1346 -0.1076 0.09
H -1.724 4.962 2.330 0.3315 0.0487 0.1236 0.04
H -1.284 4.302 0.942 0.3041 -0.4611 -0.2538 0.06
C -1.451 1.268 3.552 -0.3618 0.2775 0.4304 -0.04
C -2.574 2.093 4.276 -0.3900 -2.8404 -1.0638 -0.42
C -2.062 3.213 5.084 -0.1403 1.5823 -0.7144 -0.19
O -1.416 4.120 4.165 -0.2314 -0.7191 0.6058 -0.23
C -0.905 5.288 4.747 -0.0759 0.2333 0.2530 -0.11
N -3.657 2.359 3.294 1.1111 0.1417 0.4440 0.06
H -0.663 1.026 4.265 0.0728 0.0129 0.0827 0.08
H -0.975 1.823 2.740 -0.1824 0.1245 0.0119 0.06
H -1.813 0.310 3.148 -0.1686 0.4193 0.1334 0.06
H -3.009 1.410 5.018 -0.0288 -0.0900 -0.0548 0.14
H -1.431 2.834 5.897 0.3361 0.2986 -0.2182 0.13
H -2.938 3.711 5.526 0.2313 0.1937 0.1742 0.13
H -0.144 5.023 5.481 0.1179 0.1813 0.2033 0.09
H -1.701 5.885 5.233 0.2961 -0.1694 -0.1412 0.10
H -0.442 5.872 3.947 -0.0889 0.0006 0.1397 0.09
H -4.400 2.898 3.723 -0.0006 0.2156 -0.0387 0.08
H -3.224 2.912 2.558 -0.3463 0.0588 -0.0019 0.04
C 4.161 0.068 1.435 -0.2897 0.8085 0.7285 -0.04
C 5.230 -0.858 1.950 -0.2498 -1.6901 -0.5426 -0.41
C 6.006 -0.294 3.119 -0.3247 0.5158 -0.3627 -0.19
O 6.891 0.692 2.582 -0.9962 -0.9964 -0.1430 -0.18
C 7.783 1.188 3.512 0.3568 0.7398 0.3269 -0.14
N 4.624 -2.122 2.437 -0.1385 0.7200 0.4642 0.04
H 4.594 0.997 1.087 0.1913 0.0652 -0.3032 0.05
H 3.528 0.376 2.277 -0.1213 -0.1784 -0.0398 0.09
H 3.506 -0.321 0.659 0.1865 -0.3168 -0.0734 0.06
H 5.886 -1.157 1.125 0.3646 0.5692 0.0473 0.14
H 6.531 -1.089 3.683 0.1215 0.3105 -0.3519 0.13
H 5.230 0.120 3.803 0.6544 0.1563 -0.0774 0.14
H 8.439 0.403 3.915 -0.1287 0.1402 0.1291 0.09
H 7.232 1.714 4.305 0.2751 -0.1869 0.2666 0.09
H 8.384 1.934 2.989 0.1533 -0.1068 0.1268 0.08
H 5.376 -2.772 2.628 -0.2846 -0.3342 -0.1478 0.09
H 3.966 -2.486 1.763 0.1890 -0.2534 -0.2241 0.07
C 4.561 -1.684 -4.188 0.1264 0.4296 -0.0622 -0.07
C 5.542 -2.178 -3.143 0.4109 -0.3397 -0.0944 -0.29
O 5.378 -1.569 -1.868 -0.1314 0.3394 0.2126 -0.10
H 4.583 -2.326 -5.071 -0.0024 -0.0121 0.0422 0.08
H 4.790 -0.665 -4.510 0.0312 -0.0193 0.0290 0.07
H 3.545 -1.666 -3.790 0.0393 -0.1067 -0.0098 0.06
H 6.599 -2.048 -3.419 -0.3297 -0.0921 -0.3610 0.12
H 5.384 -3.244 -2.989 0.0264 -0.1089 0.0838 0.11
H 5.899 -0.755 -1.860 -0.2131 0.0164 0.1394 0.10
C -0.820 -0.290 -0.363 -0.2374 -0.0719 0.3960 -0.07
C 0.349 0.513 -0.836 0.5534 -0.0279 -0.1265 -0.27
O 0.891 -0.061 -2.033 -0.5001 0.9619 0.0115 -0.10
H -1.579 -0.349 -1.148 -0.0425 0.0334 0.1319 0.08
H -1.238 0.165 0.546 -0.0292 -0.1806 -0.2001 0.07
H -0.485 -1.298 -0.126 -0.1432 -0.1521 0.1113 0.05
H 1.146 0.561 -0.080 -0.1531 -0.0206 0.0002 0.11
H 0.033 1.540 -1.026 0.1490 0.0632 -0.3478 0.10
H 1.423 -0.816 -1.770 0.5263 -0.4497 0.1455 0.04
C 3.806 1.782 -1.975 0.3016 0.0251 -0.8650 -0.06
C 4.955 2.396 -2.791 0.1338 0.3482 -0.1169 -0.32
O 6.186 2.444 -2.100 0.0793 -0.4848 0.0924 -0.11
H 2.918 1.721 -2.613 0.0001 -0.0578 0.1954 0.05
H 3.547 2.320 -1.065 0.1388 0.1803 0.0321 0.06
H 4.096 0.768 -1.707 -0.1146 -0.1207 0.1221 0.05
H 4.751 3.427 -3.125 -0.4579 -0.2590 -0.0395 0.11
H 5.160 1.811 -3.700 -0.3341 0.0156 0.1788 0.10
H 6.095 3.177 -1.472 0.3018 0.1604 0.4159 0.02
C 1.061 -1.535 2.598 -0.9041 0.0878 -0.9680 -0.10
C 1.275 -2.329 3.878 -0.0748 0.1711 -0.3105 -0.32
O 2.554 -2.147 4.459 -0.4685 0.0434 0.5017 -0.10
H 1.721 -1.834 1.778 0.2748 0.0118 0.1947 0.05
H 1.103 -0.443 2.684 0.3851 -0.1254 0.4075 0.06
H 0.057 -1.714 2.162 0.2894 -0.2469 0.5232 0.04
H 1.072 -3.402 3.662 0.1488 0.4202 0.1439 0.11
H 0.538 -1.993 4.621 0.1627 -0.1942 -0.0469 0.10
H 3.249 -2.047 3.790 0.1241 -0.1318 -0.3560 0.01
C -2.896 -1.163 -4.284 0.5564 1.8979 1.5811 -0.06
C -3.285 0.160 -5.006 -0.3360 -1.2834 -0.1093 -0.31
O -2.358 0.525 -5.985 0.4352 0.0521 -0.7564 -0.09
H -2.733 -2.046 -4.883 -0.2351 0.0611 -0.4686 0.06
H -3.619 -1.349 -3.481 -0.1490 -0.2531 -0.2726 0.05
H -1.963 -0.953 -3.727 -0.1135 -0.2971 -0.2836 0.06
H -3.491 1.035 -4.351 0.1435 -0.7369 0.2011 0.10
H -4.212 -0.093 -5.525 -0.1529 0.4670 -0.1441 0.10
H -1.455 0.404 -5.649 -0.2770 0.0977 0.2831 0.05
C 0.876 -3.578 -1.543 0.0046 0.5145 0.3724 -0.07
C 2.382 -3.326 -1.606 -0.5850 -1.0398 -0.3936 -0.30
O 2.672 -2.042 -1.093 -0.7935 0.0367 0.2228 -0.10
H 0.335 -2.821 -2.119 0.0532 -0.1818 -0.1182 0.07
H 0.539 -3.464 -0.507 0.0040 -0.1372 0.0036 0.07
H 0.582 -4.571 -1.894 0.2089 0.1413 -0.0164 0.08
H 2.693 -3.410 -2.658 0.1358 0.0400 0.1871 0.11
H 2.894 -4.116 -1.032 0.0604 0.2828 -0.1013 0.12
H 3.549 -1.792 -1.382 0.8665 0.2834 -0.0564 0.03
C 1.352 2.656 -5.213 -0.7675 -0.0457 0.2728 -0.06
C 0.047 2.308 -4.486 0.3416 0.3303 0.8914 -0.31
O -0.149 0.913 -4.369 -0.1446 0.0859 -0.5339 -0.11
H 1.262 2.217 -6.196 0.2881 -0.0248 -0.4225 0.07
H 2.228 2.246 -4.710 -0.0860 -0.0486 0.0392 0.05
H 1.466 3.737 -5.296 0.0239 0.0206 -0.0699 0.07
H -0.831 2.723 -4.986 0.1386 -0.0207 -0.2052 0.11
H 0.040 2.719 -3.459 0.1198 0.1631 -0.3191 0.10
H 0.307 0.616 -3.574 0.2172 -0.5005 0.3127 0.04
```
Forces are in eV/Å.